Record 1
Here is a structure of composition C20H31N2ORu at a distorted geometry from the OMol25 dataset. Energies are from ωB97M-V/def2-TZVPD.

Each line ends with the Löwdin spin population.
Cartesian coordinates (Å):
C  2.427  0.921  -1.704  0.570
C  2.978  -0.427  -1.524  0.098
C  1.582  1.277  -2.916  0.102
C  2.721  1.952  -0.711  0.095
H  1.987  2.189  -3.337  0.017
H  0.470  1.415  -2.783  0.038
H  1.702  0.490  -3.683  0.002
H  4.043  -0.313  -1.892  0.041
H  2.515  -1.203  -2.098  0.003
H  3.032  -0.751  -0.484  0.012
H  3.751  2.266  -0.932  0.034
H  2.697  1.600  0.331  0.014
H  2.085  2.835  -0.769  0.003
C  -1.770  -1.581  -0.473  0.021
C  -1.457  -0.978  -1.757  0.033
C  -0.111  -1.405  -2.076  0.184
H  -2.137  -0.428  -2.414  0.010
C  0.320  -2.311  -1.085  0.031
C  -0.698  -2.483  -0.145  0.193
H  -0.689  -3.151  0.724  0.008
H  -2.731  -1.497  0.061  0.002
H  0.395  -1.176  -3.026  0.013
H  1.302  -2.802  -1.039  -0.001
C  -0.965  1.590  1.792  0.189
C  -1.982  1.085  0.929  0.004
C  -1.740  1.575  -0.419  0.034
H  -2.865  0.501  1.237  -0.001
C  -0.479  2.336  -0.340  0.172
C  -0.025  2.281  1.005  0.035
H  0.910  2.722  1.379  0.000
H  -0.939  1.462  2.871  0.009
H  -2.416  1.595  -1.251  0.009
H  -0.119  2.983  -1.128  0.013
Ru  -0.608  0.091  -0.441  2.011
C  -2.199  -3.911  2.638  0.000
N  -2.308  -2.813  3.507  0.000
C  -3.643  -2.316  3.830  0.000
C  -3.557  -1.682  5.217  0.000
C  -2.537  -0.551  5.184  0.000
N  -1.315  -0.937  4.537  0.001
C  -0.134  -0.153  4.737  0.000
C  -1.164  -2.030  3.646  0.000
O  -0.134  -2.240  3.071  0.001
H  -1.149  -4.190  2.548  0.000
H  -2.597  -3.709  1.623  0.000
H  -2.773  -4.779  3.049  0.000
H  -3.976  -1.568  3.106  0.000
H  -4.304  -3.150  3.824  0.000
H  -3.268  -2.420  5.936  0.000
H  -4.533  -1.270  5.483  0.000
H  -2.282  -0.245  6.230  0.000
H  -2.966  0.320  4.678  0.000
H  -0.418  0.925  4.859  0.000
H  0.391  -0.453  5.672  0.000
H  0.539  -0.256  3.912  0.000

Results
Multiplicity: 5
Kohn-Sham gap (spin up / spin down) in eV: 5.92 / 5.60
Max |F| in eV/A: 7.58
Energy in Eh: -1059.85698
HOMO (spin up / spin down) in eV: -9.9 / -11.3
Charge: +1

=====

Record 2
Here is the ion C20H31N2SSi with charge +1 from the OMol25 dataset. Energies are from ωB97M-V/def2-TZVPD.

Each line ends with the natural charge from an NBO analysis.
Cartesian coordinates (Å):
C  -1.735  -1.192  1.019  -1.120
Si  -1.189  -1.362  -0.776  1.637
C  -0.661  0.344  -1.426  -1.102
C  0.296  -2.529  -0.938  -0.882
C  1.064  -2.865  0.367  -0.388
C  2.319  -2.027  0.614  -0.393
C  2.050  -0.658  1.234  -0.394
C  3.251  0.310  1.158  -0.399
C  3.044  1.501  0.175  -0.406
C  3.442  2.867  0.741  -0.399
C  2.295  3.889  0.738  -0.436
C  0.984  3.290  1.155  0.052
C  -0.059  3.116  0.271  -0.144
C  -1.241  2.551  0.733  0.056
N  -1.416  2.138  1.971  -0.160
N  -0.398  2.304  2.779  -0.185
S  -0.709  1.744  4.414  0.322
C  0.765  2.867  2.460  0.055
C  -2.618  -1.897  -1.873  -0.407
C  -3.934  -1.834  -1.402  -0.228
C  -5.012  -2.186  -2.218  -0.205
C  -4.764  -2.607  -3.523  -0.201
C  -3.459  -2.679  -4.003  -0.195
C  -2.385  -2.331  -3.188  -0.228
H  -1.032  -0.578  1.579  0.217
H  -2.708  -0.716  1.108  0.241
H  -1.763  -2.151  1.529  0.251
H  -1.521  1.009  -1.480  0.218
H  -0.208  0.218  -2.404  0.250
H  0.071  0.791  -0.754  0.199
H  -0.028  -3.466  -1.385  0.253
H  1.010  -2.087  -1.631  0.228
H  1.412  -3.892  0.283  0.216
H  0.420  -2.846  1.243  0.196
H  2.945  -2.593  1.303  0.210
H  2.894  -1.928  -0.306  0.197
H  1.166  -0.231  0.764  0.181
H  1.822  -0.809  2.289  0.196
H  4.132  -0.236  0.840  0.222
H  3.425  0.715  2.151  0.187
H  3.613  1.278  -0.721  0.227
H  2.004  1.485  -0.130  0.185
H  3.857  2.775  1.741  0.206
H  4.239  3.287  0.134  0.238
H  2.531  4.703  1.423  0.241
H  2.159  4.346  -0.236  0.232
H  0.041  3.413  -0.760  0.260
H  -2.068  2.407  0.059  0.248
H  0.532  1.277  4.618  0.133
H  1.525  2.995  3.212  0.250
H  -4.143  -1.513  -0.392  0.203
H  -6.017  -2.136  -1.832  0.218
H  -5.594  -2.877  -4.159  0.220
H  -3.279  -3.008  -5.014  0.218
H  -1.370  -2.388  -3.553  0.208

Results
Kohn-Sham gap in eV: 6.43
Max |F| in eV/A: 0.93
Energy in Eh: -1577.61081
HOMO in eV: -11.2
Charge: +1
SMILES: C[Si](C)(CCCCCCCCc1ccn[n+](S)c1)c1ccccc1

=====

Record 3
Here is the molecule C20H31N3O4 from the OMol25 dataset. Energies are from ωB97M-V/def2-TZVPD.

Each line ends with the natural charge from an NBO analysis.
Cartesian coordinates (Å):
C  -7.052  -0.822  1.823  -0.635
C  -7.129  -0.449  0.351  -0.077
H  -7.550  0.555  0.231  0.198
H  -7.722  -1.174  -0.211  0.191
O  -5.833  -0.481  -0.255  -0.498
C  -5.063  0.592  -0.115  0.813
O  -5.397  1.615  0.426  -0.613
C  -3.690  0.359  -0.716  -0.335
H  -3.694  -0.597  -1.247  0.229
C  -3.314  1.506  -1.659  -0.395
C  -1.870  1.355  -2.130  -0.409
H  -1.587  2.204  -2.753  0.217
C  -0.932  1.263  -0.924  -0.202
N  -1.329  0.169  -0.065  -0.399
C  -0.788  -1.059  -0.155  0.118
C  0.383  -1.618  -0.678  0.106
N  1.455  -1.162  -1.361  -0.584
H  1.690  -0.182  -1.255  0.400
C  2.646  -1.983  -1.429  -0.225
H  2.355  -3.027  -1.537  0.237
H  3.215  -1.666  -2.307  0.193
C  3.490  -1.791  -0.153  -0.225
N  3.621  -0.368  0.113  -0.494
C  3.050  0.087  1.367  -0.213
C  2.843  1.599  1.313  -0.400
C  4.165  2.300  1.026  -0.401
C  4.776  1.732  -0.251  -0.399
H  5.753  2.182  -0.437  0.209
H  4.125  1.979  -1.093  0.201
C  4.924  0.206  -0.184  -0.029
C  6.051  -0.209  0.775  -0.641
H  5.890  0.181  1.775  0.204
H  7.000  0.170  0.406  0.216
H  6.118  -1.293  0.839  0.211
H  5.194  -0.151  -1.186  0.196
H  4.847  2.155  1.866  0.197
H  4.006  3.374  0.913  0.212
H  2.422  1.944  2.259  0.212
H  2.130  1.834  0.519  0.188
H  2.084  -0.407  1.504  0.205
H  3.678  -0.168  2.236  0.169
H  2.982  -2.288  0.678  0.203
H  4.460  -2.278  -0.291  0.196
C  -0.002  -2.973  -0.255  0.418
O  0.467  -4.080  -0.400  -0.569
C  -1.226  -2.358  0.388  0.433
O  -2.138  -2.716  1.100  -0.570
C  -2.676  0.295  0.442  -0.209
H  -2.894  -0.556  1.088  0.253
H  -2.746  1.220  1.024  0.206
H  0.096  1.117  -1.253  0.199
H  -0.989  2.188  -0.340  0.200
H  -1.771  0.445  -2.726  0.205
H  -3.988  1.516  -2.517  0.218
H  -3.437  2.450  -1.123  0.218
H  -8.053  -0.876  2.240  0.217
H  -6.564  -1.787  1.939  0.218
H  -6.483  -0.072  2.368  0.220

Results
Energy relative to the best compared isomer or geometry (same formula, charge and spin) in kcal per mole: 36.6
Kohn-Sham gap in eV: 8.33
Max |F| in eV/A: 0.81
Energy in Eh: -1245.92435
HOMO in eV: -7.8
SMILES: CCOC(=O)[C@H]1CCCN(c2c(NCCN3CCCC[C@H]3C)c(=O)c2=O)C1

=====

Record 4
Here is the molecule C20H31N3O4S at a distorted geometry from the OMol25 dataset. Energies are from ωB97M-V/def2-TZVPD.

Each line ends with the natural charge from an NBO analysis.
Cartesian coordinates (Å):
C  -4.917  -2.819  -3.680  -0.401
C  -5.019  -1.654  -4.300  0.012
C  -5.341  -1.523  -5.757  -0.643
H  -6.263  -0.957  -5.885  0.218
H  -5.466  -2.499  -6.218  0.218
H  -4.548  -0.987  -6.279  0.209
C  -4.809  -0.359  -3.547  -0.268
N  -3.469  -0.231  -2.998  -0.430
C  -3.286  -0.447  -1.674  0.677
O  -4.201  -0.719  -0.918  -0.622
C  -1.883  -0.306  -1.166  -0.153
C  -1.337  0.950  -0.919  -0.172
C  -0.076  1.065  -0.376  -0.280
C  0.673  -0.071  -0.061  0.392
C  0.124  -1.326  -0.299  -0.329
C  -1.146  -1.434  -0.841  -0.161
H  -1.571  -2.413  -1.006  0.221
H  0.668  -2.229  -0.068  0.220
O  1.910  0.176  0.450  -0.530
C  2.710  -0.886  0.941  0.101
C  2.195  -1.409  2.289  -0.437
C  2.278  -0.307  3.341  -0.242
N  3.642  0.158  3.452  -0.672
S  3.938  1.079  4.800  2.459
O  3.427  0.356  5.921  -0.940
O  5.322  1.434  4.768  -0.941
N  2.998  2.453  4.538  -0.699
C  1.839  2.610  5.384  -0.413
H  1.519  1.623  5.705  0.234
H  2.063  3.211  6.272  0.185
H  1.040  3.092  4.818  0.198
C  3.713  3.676  4.261  -0.412
H  3.128  4.289  3.573  0.197
H  4.664  3.416  3.806  0.233
H  3.906  4.250  5.175  0.185
C  4.136  0.733  2.220  -0.241
C  4.124  -0.326  1.121  -0.415
H  4.792  -1.142  1.393  0.218
H  4.462  0.119  0.185  0.224
H  5.150  1.079  2.416  0.236
H  3.510  1.583  1.913  0.189
H  1.990  -0.683  4.322  0.237
H  1.611  0.521  3.058  0.187
H  2.813  -2.253  2.594  0.221
H  1.159  -1.740  2.201  0.225
H  2.738  -1.702  0.203  0.184
H  0.359  2.033  -0.180  0.224
H  -1.910  1.838  -1.142  0.219
C  -2.382  0.004  -3.925  -0.212
C  -1.705  -1.282  -4.397  -0.619
H  -0.934  -1.044  -5.125  0.210
H  -1.243  -1.792  -3.556  0.212
H  -2.428  -1.951  -4.854  0.217
H  -2.792  0.541  -4.785  0.197
H  -1.637  0.647  -3.449  0.214
H  -5.002  0.498  -4.199  0.194
H  -5.490  -0.318  -2.692  0.260
H  -5.051  -3.755  -4.196  0.194
H  -4.697  -2.874  -2.628  0.210

Results
Energy relative to the best compared isomer or geometry (same formula, charge and spin) in kcal per mole: 76.9
Kohn-Sham gap in eV: 9.34
Max |F| in eV/A: 1.07
Energy in Eh: -1644.09149
HOMO in eV: -8.7
SMILES: C=C(C)CN(CC)C(=O)c1ccc(OC2CCN(S(=O)(=O)N(C)C)CC2)cc1